one:
# C11H15N

A cluster of 2 separate species, C11H15N in total (wB97M-V/def2-TZVPD, the OMol25 dataset).

Atoms and positions in Å:
C 1.096 1.948 1.538
H 0.907 -3.936 1.637
H 2.234 1.986 -1.209
C -0.208 1.217 -3.527
C 1.377 1.530 -1.684
C -0.963 0.508 0.919
H 1.055 -2.992 3.161
H 0.953 1.619 2.557
N -1.517 -0.038 -0.275
H 1.710 2.017 -3.792
C 0.125 1.229 0.582
C -0.787 0.500 -1.352
H -0.518 1.418 -4.576
C -1.210 0.843 -2.628
H -1.510 0.276 1.801
H -0.992 -1.672 2.317
C -0.502 -2.359 1.624
C 0.340 1.146 -0.844
H -2.500 -0.235 -0.348
H 2.080 1.640 1.293
H -0.199 -4.046 2.987
H -1.344 -2.780 1.092
C 1.053 1.600 -3.064
H 1.037 3.018 1.391
C 0.371 -3.335 2.375
H -2.269 0.848 -2.881
H 0.181 -1.950 0.909

Values from the calculation:
Frontier orbital gap, eV: 8.78
E_HOMO, eV: -7.886
Total charge: 0
Lowest unoccupied orbital energy, eV: 0.891
Spin multiplicity: 1

two:
# C11H15N

A cluster of 2 separate species, C11H15N in total (wB97M-V/def2-TZVPD, the OMol25 dataset).

Atoms and positions in Å:
H -1.745 2.720 0.168
H -0.396 -2.458 -1.860
H 3.081 1.842 -0.687
H 1.235 -1.844 -1.809
C 0.189 -1.540 -1.789
C -1.270 -0.153 1.520
H -0.828 -1.147 -3.750
C 0.067 0.392 1.358
C -2.092 0.750 0.878
C 1.343 -0.203 1.435
H -0.772 -1.490 3.038
H -3.106 0.686 0.521
H 0.541 -0.268 -3.566
H 0.085 -1.040 -0.823
C 1.109 2.192 0.065
H -1.567 -2.265 1.577
C 2.300 1.506 -0.023
H 3.405 -0.101 0.851
N -1.350 1.860 0.525
H 1.334 -1.237 1.772
C -0.277 -0.663 -2.953
H -0.775 0.231 -2.581
H 1.037 3.140 -0.465
C -0.011 1.609 0.659
C -1.544 -1.414 2.262
C 2.414 0.327 0.755
H -2.408 -1.433 2.922

Values from the calculation:
Frontier orbital gap, eV: 8.77
E_HOMO, eV: -7.820
Total charge: 0
Lowest unoccupied orbital energy, eV: 0.954
Spin multiplicity: 1

Most stable to least stable: two, one